A cluster of 12 separate species, H24O12 in total at a distorted geometry. Source: the OMol25 dataset; level of theory: ωB97M-V/def2-TZVPD.

Atoms and positions in Å:
H (-0.230, 0.091, 0.212)
H (0.544, 1.373, 0.471)
H (-4.783, -1.039, -0.854)
H (-3.271, -1.164, -0.769)
H (2.025, 1.462, 1.335)
H (2.205, 1.937, -0.098)
H (3.625, -1.054, -0.262)
H (4.437, -1.692, -1.377)
H (-1.565, -2.656, 2.649)
H (-1.045, -3.982, 2.117)
H (-4.706, 2.027, 1.058)
H (-4.434, 2.488, -0.365)
H (2.717, 0.171, -1.956)
H (1.841, -0.964, -2.461)
H (-1.346, 0.710, -1.352)
H (-0.183, 0.313, -2.246)
H (-2.098, -1.303, 0.348)
H (-3.209, -0.312, 0.652)
H (1.891, -4.323, -0.943)
H (0.456, -3.953, -0.604)
H (0.224, 4.499, 0.260)
H (0.408, 5.389, -0.958)
H (4.236, -0.298, 3.082)
H (4.500, 0.143, 1.651)
O (-0.352, 1.035, 0.360)
O (-4.086, -1.558, -0.438)
O (2.054, 2.262, 0.797)
O (4.488, -1.017, -0.691)
O (-1.544, -3.200, 1.854)
O (-4.302, 1.742, 0.231)
O (1.795, -0.075, -2.091)
O (-0.970, 0.868, -2.225)
O (-2.418, -0.708, 1.035)
O (0.979, -4.599, -1.092)
O (0.273, 5.424, -0.004)
O (3.803, 0.094, 2.315)

For the total energy, the calculation gives -917.19921 a.u. The molar mass is 216.18 g mol⁻¹.